[1]
{
  "formula": "C5H35N3O10",
  "method": "ωB97M-V/def2-TZVPD",
  "symbols": ["N", "C", "C", "C", "N", "C", "C", "N", "H", "H", "H", "H", "H", "H", "H", "H", "H", "H", "H", "H", "H", "H", "H", "O", "H", "H", "O", "H", "H", "O", "H", "H", "O", "H", "H", "O", "H", "H", "O", "H", "H", "O", "H", "H", "O", "H", "H", "O", "H", "H", "O", "H", "H"],
  "xyz": [[2.6051, -1.8733, 0.8359], [2.4484, -0.3789, 1.0792], [1.8826, 0.3151, -0.0990], [0.5052, -0.2599, -0.4665], [-0.5224, -0.0054, 0.4983], [-1.9712, 0.0002, 0.0247], [-2.8689, -0.4216, 1.1861], [-2.8822, -1.9185, 1.2968], [3.3969, -2.0885, 0.1783], [2.8496, -2.3685, 1.7245], [1.7772, -0.2408, 1.9879], [3.4924, 0.0025, 1.4244], [2.6665, 0.2411, -0.9368], [1.9238, 1.4406, 0.0915], [0.8427, -1.3294, -0.7231], [0.2767, 0.2920, -1.4047], [-0.4839, -0.6442, 1.3424], [-2.0984, 1.1462, -0.3594], [-2.2538, -0.6605, -0.9486], [-2.6330, -0.0492, 2.2175], [-3.9976, -0.0023, 1.0996], [-2.0095, -2.3404, 1.0384], [-3.6304, -2.3033, 0.7045], [-0.3210, 2.9708, 0.0319], [0.0493, 3.5851, 0.6821], [-0.2939, 2.0671, 0.4331], [0.0208, -1.6300, 2.7586], [-0.8915, -2.0026, 3.0876], [0.2837, -2.2293, 2.0944], [-0.0983, -3.2091, 0.5005], [-0.6000, -2.9150, -0.3502], [0.7327, -2.8056, 0.4222], [-1.2955, 1.5664, 3.3403], [-1.0392, 0.7371, 2.7790], [-2.0465, 1.3470, 3.9811], [-1.0351, 1.7843, -2.8498], [-0.5615, 2.5346, -3.2317], [-1.1950, 2.0948, -1.9384], [1.0279, 2.9902, 2.9179], [1.3578, 2.1041, 3.2240], [0.1854, 3.1223, 3.3068], [-0.2372, -0.5307, -3.6188], [-0.3879, 0.0264, -2.8444], [-0.7025, -0.2093, -4.3881], [1.2223, 3.5002, -2.0176], [1.9488, 3.1087, -1.7298], [0.5642, 3.4758, -1.2920], [-0.9583, -2.4627, -1.8982], [-0.3040, -3.0429, -2.4151], [-0.9089, -1.6975, -2.4112], [2.4065, -0.3778, -3.5052], [2.0035, 0.4537, -3.2238], [1.7573, -0.9095, -3.6372]],
  "mulliken_charge": [-0.5374, -0.8094, -0.7010, 1.1266, 0.8345, 0.4961, -0.6723, -0.5226, 0.2242, 0.2401, 0.2799, 0.3080, 0.2993, 0.1697, 0.2270, -1.2638, -0.4482, 0.1146, 0.0188, -0.0695, 0.3201, 0.2865, 0.2857, -0.7006, 0.2756, 0.3007, -0.6330, 0.3348, 0.3408, -0.8231, 0.4027, 0.3257, -0.7046, 0.3948, 0.2817, -0.6815, 0.3496, 0.2141, -0.6400, 0.3055, 0.2995, -0.6663, 0.6799, 0.1901, -0.6614, 0.2438, 0.4748, -0.7241, 0.3277, 0.3119, -0.6271, 0.2779, 0.3230],
  "lumo_ev": 0.37,
  "smiles": "NCCCNCCN.O.O.O.O.O.O.O.O.O.O",
  "fmax_ev_per_a": 9.2,
  "homo_lumo_gap_ha": 0.351
}


[2]
{
  "formula": "C2H2O4S",
  "method": "ωB97M-V/def2-TZVPD",
  "symbols": ["C", "C", "O", "O", "O", "O", "S", "H", "H"],
  "xyz": [[0.0903, 0.0357, 0.8562], [-0.3728, 0.2531, -0.5628], [-0.4019, -0.7972, 1.5217], [2.1866, 1.7674, -1.2312], [-0.3177, 1.6055, -1.0701], [0.7321, -0.3671, -1.4535], [1.0739, 1.2131, -1.9393], [1.0268, 0.5891, 1.1636], [-1.2616, -0.3719, -0.6729]],
  "mulliken_charge": [-0.0413, 0.3098, -0.3924, -0.4321, -0.3355, -0.3298, 0.6366, 0.2908, 0.2941],
  "lumo_ev": -0.42,
  "fmax_ev_per_a": 3.3,
  "homo_lumo_gap_ha": 0.376
}


[3]
{
  "formula": "C5H15NO",
  "method": "ωB97M-V/def2-TZVPD",
  "symbols": ["C", "C", "N", "C", "C", "C", "H", "H", "H", "H", "H", "H", "H", "H", "H", "H", "H", "H", "H", "O", "H", "H"],
  "xyz": [[-1.5519, -1.1347, -0.0850], [-0.8385, -0.7180, -1.3950], [-0.0337, 0.5216, -1.2353], [-0.8548, 1.5988, -0.6698], [1.3622, 0.5091, -0.9789], [1.8719, -0.2702, 0.2941], [-1.2311, -0.5680, 0.7823], [-2.5822, -0.7456, -0.1392], [-1.5765, -2.2111, 0.0497], [-1.4730, -0.5977, -2.2778], [-0.0737, -1.4652, -1.5793], [-0.3862, 2.5185, -1.0377], [-0.8074, 1.6141, 0.4330], [-1.8908, 1.5210, -0.9463], [1.7451, 1.5204, -0.8394], [1.9035, 0.0271, -1.7978], [2.8573, 0.0403, 0.6315], [1.8115, -1.3482, 0.1267], [1.1827, -0.0317, 1.1194], [0.0400, -0.4282, 3.0471], [0.7865, -0.0501, 3.5332], [-0.7281, 0.0789, 3.3301]],
  "mulliken_charge": [-0.8191, -0.6957, 0.0482, -0.9608, -0.6187, -0.7513, 0.1410, 0.3490, 0.3306, 0.3266, 0.3660, 0.3326, 0.2544, 0.3205, 0.3654, 0.2955, 0.4238, 0.2497, 0.0786, -0.6483, 0.3044, 0.3077],
  "lumo_ev": 0.70,
  "smiles": "CCN(C)CC.O",
  "fmax_ev_per_a": 2.6,
  "homo_lumo_gap_ha": 0.304
}


[4]
{
  "formula": "C5H3N3",
  "method": "ωB97M-V/def2-TZVPD",
  "symbols": ["C", "C", "C", "N", "C", "N", "C", "N", "H", "H", "H"],
  "xyz": [[-1.3032, 0.0241, -0.0702], [0.2169, -0.0676, 0.0441], [0.8198, 0.3530, -1.2507], [1.2135, 0.7562, -2.2411], [0.7509, -1.3841, 0.3627], [1.3271, -2.3529, 0.4989], [0.7657, 0.8971, 1.0408], [1.2781, 1.6223, 1.7113], [-1.5289, 0.7884, -0.8339], [-1.7584, 0.3218, 0.8542], [-1.7815, -0.9582, -0.1162]],
  "mulliken_charge": [-1.4079, 1.8765, -0.1969, -0.3500, -0.2158, -0.3528, -0.1662, -0.3179, 0.3642, 0.3983, 0.3685],
  "lumo_ev": 0.16,
  "smiles": "CC(C#N)(C#N)C#N",
  "fmax_ev_per_a": 4.9,
  "homo_lumo_gap_ha": 0.486
}